{"formula": "CNO4S", "method": "ωB97M-V/def2-TZVPD", "homo_lumo_gap_ev": 7.81, "molar_mass_g_mol": 122.08, "e_tot_ev": -21550.5214, "relative_energy_kcal_mol": 68.4, "charge": -1, "species": ["C", "N", "O", "O", "O", "O", "S"], "positions_angstrom": [[0.54715, -1.63957, -0.08018], [-0.39688, 1.61356, 0.14504], [0.16907, -2.74695, -0.40703], [1.50040, -1.03280, 0.21699], [-0.20645, 2.49948, -0.63197], [-0.41998, 1.77269, 1.32710], [-1.19332, -0.46640, -0.56994]], "forces_ev_per_a": [[-1.31, -1.94, -1.74], [-1.79, -1.87, -0.49], [-0.32, 0.33, 0.46], [1.32, 1.53, 1.00], [0.41, 0.22, -1.35], [0.21, -0.54, 1.13], [1.48, 2.28, 1.00]], "lowdin_charge": [-0.923, -0.496, -0.070, 0.035, -0.041, -0.042, 0.536]}

{"formula": "C4H13NO", "method": "ωB97M-V/def2-TZVPD", "homo_lumo_gap_ev": 10.46, "molar_mass_g_mol": 91.15, "e_tot_ev": -7894.8656, "relative_energy_kcal_mol": 41.4, "species": ["C", "C", "C", "C", "N", "H", "H", "H", "H", "H", "H", "H", "H", "H", "H", "H", "H", "H", "O"], "positions_angstrom": [[1.93348, -1.19172, 0.63379], [1.71042, 0.31578, 0.53284], [0.24661, 0.60490, 0.31554], [-0.22145, 2.04126, 0.42523], [2.24187, 0.94151, 1.75303], [2.36113, -1.56882, 1.64048], [1.21147, -1.95475, 0.29903], [2.80646, -1.49131, -0.05365], [2.19596, 0.80925, -0.24910], [-0.16267, 0.23378, -0.67597], [-0.46169, 0.11392, 1.04658], [0.09432, 2.36355, 1.47711], [0.23725, 2.58834, -0.50864], [-1.22930, 1.95938, 0.30811], [2.44719, 0.20765, 2.47147], [1.46615, 1.21409, 2.32918], [-4.27784, -1.53094, -3.47534], [-5.76149, -1.98183, -3.22750], [-4.82930, -2.27177, -3.13716]], "forces_ev_per_a": [[3.27, -2.37, -0.78], [-1.57, -1.26, 1.89], [-2.68, -0.84, -0.17], [4.42, 0.59, -0.53], [0.00, -0.86, 2.08], [-1.04, 0.89, -1.33], [-0.52, 0.96, 0.28], [-0.91, 0.55, 0.82], [1.18, 0.18, -1.55], [1.01, 0.06, 0.85], [1.22, -0.32, -0.31], [-0.62, 0.52, -1.82], [-0.79, -0.23, 2.25], [-2.93, 0.55, -0.09], [0.89, 0.21, -1.39], [-0.94, 1.36, -0.20], [-0.74, -0.74, 0.34], [0.94, -0.15, 0.03], [-0.20, 0.89, -0.37]], "lowdin_charge": [-0.083, -0.469, -0.293, -0.121, 0.022, 0.090, 0.069, 0.088, 0.107, 0.128, 0.125, 0.090, 0.118, 0.022, 0.073, 0.035, 0.046, 0.043, -0.089]}

{"formula": "C22H25N3O3S", "method": "ωB97M-V/def2-TZVPD", "homo_lumo_gap_ev": 7.18, "molar_mass_g_mol": 411.53, "e_tot_ev": -44669.0426, "relative_energy_kcal_mol": 22.0, "species": ["C", "H", "O", "C", "C", "C", "C", "C", "C", "H", "H", "N", "C", "N", "C", "H", "H", "C", "H", "H", "O", "H", "C", "C", "C", "C", "C", "C", "C", "C", "C", "C", "H", "H", "H", "H", "C", "H", "H", "H", "H", "N", "C", "O", "H", "H", "H", "H", "S", "H", "H", "H", "H", "H"], "positions_angstrom": [[-5.33505, -2.20247, 6.04970], [-5.97039, -1.51606, 5.47912], [-4.09273, -1.62438, 6.35733], [-3.26451, -1.27850, 5.32484], [-3.56827, -1.41981, 3.97593], [-2.64780, -1.03692, 3.01790], [-1.40984, -0.51283, 3.37766], [-1.11743, -0.35078, 4.73026], [-2.03262, -0.73430, 5.68578], [-1.81195, -0.61723, 6.73479], [-0.17412, 0.06995, 5.03440], [-0.56081, -0.10968, 2.34580], [0.79051, -0.04194, 2.33477], [1.34347, 0.54634, 1.23624], [2.76650, 0.46630, 1.01105], [3.12801, -0.45571, 1.46934], [2.94561, 0.43311, -0.06648], [3.54428, 1.64215, 1.60917], [4.59837, 1.35401, 1.71087], [3.14465, 1.86568, 2.60508], [3.42890, 2.76696, 0.75308], [3.90444, 3.50493, 1.14728], [0.62599, 1.47947, 0.38070], [0.38673, 0.89782, -0.98707], [1.21318, 1.16641, -2.02714], [1.02946, 0.58858, -3.31736], [-0.06733, -0.27807, -3.48788], [-0.31869, -0.87746, -4.72205], [0.51119, -0.62746, -5.79447], [1.60284, 0.23193, -5.62263], [1.87738, 0.83993, -4.41822], [3.05643, 1.75219, -4.27848], [3.74112, 1.38276, -3.51648], [2.73664, 2.75209, -3.98862], [3.59506, 1.82276, -5.21959], [2.24715, 0.41976, -6.46936], [0.27003, -1.25830, -7.12917], [1.10171, -1.91162, -7.39050], [0.19531, -0.49378, -7.90090], [-0.64467, -1.84478, -7.12714], [-1.16772, -1.53747, -4.82743], [-0.88744, -0.51754, -2.41834], [-0.74552, 0.00502, -1.16041], [-1.56001, -0.28352, -0.28800], [-1.67968, -1.13642, -2.55044], [2.03535, 1.84994, -1.87503], [1.24193, 2.37811, 0.28527], [-0.32318, 1.74698, 0.84932], [1.76630, -0.66360, 3.52607], [-1.01840, -0.11212, 1.42862], [-2.88909, -1.14348, 1.97013], [-4.51519, -1.82514, 3.65503], [-5.80792, -2.41505, 7.00755], [-5.21820, -3.13678, 5.49011]], "forces_ev_per_a": [[-0.16, -0.07, -0.05], [0.03, -0.04, 0.01], [0.29, 0.12, 0.01], [0.08, 0.04, -0.04], [-0.27, -0.09, 0.34], [0.42, 0.12, -0.01], [-0.38, -0.19, 0.43], [-0.07, 0.06, 0.03], [-0.27, -0.11, -0.03], [0.03, 0.02, 0.13], [-0.01, 0.01, 0.00], [0.11, 0.30, -0.75], [0.04, -0.17, 0.10], [-0.34, 0.01, 0.01], [0.47, 0.26, 0.22], [-0.03, 0.14, -0.18], [0.02, -0.02, -0.01], [0.02, -0.53, 0.25], [-0.08, -0.02, 0.02], [0.07, -0.10, -0.08], [-0.01, 0.37, -0.31], [-0.05, -0.04, -0.03], [-0.21, 0.08, -0.26], [0.34, 0.33, -0.06], [-0.36, -0.05, 0.34], [-0.32, -0.36, -0.35], [0.60, 0.37, -0.23], [0.07, 0.01, -0.13], [-0.12, 0.01, 0.27], [0.04, 0.06, 0.10], [-0.16, -0.14, -0.07], [-0.02, -0.01, 0.01], [0.10, 0.04, 0.06], [0.06, 0.10, 0.03], [0.04, 0.03, -0.02], [0.11, 0.05, -0.09], [0.00, -0.02, 0.00], [0.02, -0.06, -0.06], [-0.02, 0.01, -0.08], [-0.05, -0.05, -0.06], [-0.11, -0.09, -0.04], [-0.32, -0.22, 0.05], [0.04, -0.06, -0.29], [-0.17, -0.03, 0.20], [0.11, 0.12, 0.13], [0.10, 0.10, 0.08], [-0.18, -0.08, 0.00], [0.14, 0.01, -0.02], [0.34, -0.30, 0.54], [0.17, 0.13, 0.09], [-0.03, -0.03, -0.12], [-0.08, -0.04, 0.01], [-0.02, -0.01, -0.09], [-0.01, 0.04, 0.00]], "lowdin_charge": [-0.101, 0.093, -0.092, -0.282, -0.026, -0.012, -0.253, -0.054, 0.000, 0.118, 0.056, 0.064, -0.760, -0.107, -0.194, 0.074, 0.120, -0.237, 0.120, 0.107, -0.083, 0.089, -0.087, -0.089, 0.057, -0.105, -0.164, 0.021, -0.263, -0.010, -0.208, -0.039, 0.089, 0.089, 0.078, 0.119, -0.045, 0.087, 0.085, 0.076, 0.118, 0.181, -0.389, 0.039, 0.168, 0.119, 0.119, 0.137, 0.698, 0.087, 0.109, 0.100, 0.091, 0.094]}

{"formula": "C5H10O2", "method": "ωB97M-V/def2-TZVPD", "homo_lumo_gap_ev": 9.74, "molar_mass_g_mol": 102.13, "e_tot_ev": -9438.1935, "relative_energy_kcal_mol": 111.8, "species": ["C", "O", "C", "C", "C", "C", "O", "H", "H", "H", "H", "H", "H", "H", "H", "H", "H"], "positions_angstrom": [[0.45145, -2.18231, 0.60519], [0.70162, -1.12469, -0.33824], [-0.49365, -0.10184, -1.05338], [-1.59226, 0.63465, -0.32611], [-0.31282, 1.33685, -0.78430], [0.75229, 1.58304, 0.49826], [1.90695, 0.87732, 0.35236], [0.89564, -3.12897, 0.25561], [-0.62329, -2.31540, 0.70091], [0.87741, -1.97753, 1.60313], [-0.59925, -0.64862, -1.98236], [-2.59251, 0.74104, -0.77200], [-1.64434, 0.52479, 0.75751], [-0.24869, 2.09838, -1.57872], [0.87833, 2.68403, 0.57629], [0.14116, 1.22552, 1.34814], [1.50195, -0.22626, 0.13771]], "forces_ev_per_a": [[-0.50, 0.09, -0.13], [-1.48, 0.91, -0.53], [1.24, -1.40, 1.11], [0.38, -0.33, 0.17], [1.20, 0.02, 1.24], [-1.75, -0.14, -1.25], [-0.41, -1.75, -0.38], [-0.13, 0.47, -0.16], [-0.11, -0.15, 0.14], [-0.13, 0.31, -0.46], [-0.12, 0.48, 0.03], [0.71, -0.14, -0.15], [0.03, -0.03, -0.20], [-0.17, -0.71, 0.30], [0.21, -0.61, 0.02], [0.19, 0.28, 0.08], [0.85, 2.71, 0.17]], "lowdin_charge": [-0.082, -0.204, -0.074, -0.069, -0.163, -0.270, -0.165, 0.087, 0.081, 0.094, 0.136, 0.108, 0.097, 0.136, 0.112, 0.096, 0.080]}

{"formula": "C7H7O5S", "method": "ωB97M-V/def2-TZVPD", "homo_lumo_gap_ev": 6.02, "molar_mass_g_mol": 203.20, "e_tot_ev": -28444.7783, "relative_energy_kcal_mol": 38.1, "charge": -1, "species": ["C", "C", "C", "C", "C", "C", "C", "O", "O", "O", "O", "O", "S", "H", "H", "H", "H", "H", "H", "H"], "positions_angstrom": [[0.56608, -0.41559, 1.71867], [-0.37183, 0.65978, 1.69462], [0.89095, -1.10133, 0.61249], [-0.96630, 0.99291, 0.51767], [-1.31254, 0.66919, -1.91412], [0.37513, -0.74656, -0.75182], [-0.68666, 0.31616, -0.68731], [-4.45774, 3.08650, -3.43036], [-2.15181, 1.59072, -2.22746], [-2.38100, 3.38490, -4.70404], [-3.67201, 1.30807, -4.93167], [1.47912, -0.32415, -1.59406], [-3.40070, 2.51357, -4.20383], [1.00575, -0.69761, 2.66923], [-0.61015, 1.18040, 2.61084], [1.60279, -1.91612, 0.64725], [-1.69738, 1.78813, 0.46852], [-0.99012, 0.01450, -2.74798], [0.02323, -1.65178, -1.26982], [1.63395, 0.60633, -1.39545]], "forces_ev_per_a": [[0.19, -0.29, -0.02], [-0.40, 0.48, 0.04], [0.01, -0.12, -0.18], [0.02, 0.08, 0.37], [-0.19, -0.07, -0.61], [-0.25, 0.00, 0.05], [-0.76, 0.51, -1.24], [0.52, -0.35, 0.30], [0.27, -0.16, 0.56], [0.04, -0.40, 0.53], [0.34, 0.14, 0.60], [0.38, -0.05, -0.23], [-0.12, -0.06, -0.50], [0.07, -0.03, 0.03], [-0.05, 0.07, 0.05], [0.04, -0.08, 0.07], [-0.06, 0.13, 0.03], [-0.08, 0.07, 0.07], [0.08, 0.15, 0.01], [-0.07, -0.01, 0.08]], "lowdin_charge": [-0.146, -0.151, -0.073, -0.083, -0.223, -0.365, -0.201, -0.276, -0.151, -0.281, -0.286, -0.068, 0.628, 0.085, 0.072, 0.086, 0.105, 0.119, 0.128, 0.082]}

{"formula": "C24H16Cl2N6O3Pd", "method": "ωB97M-V/def2-TZVPD", "homo_lumo_gap_ev": 7.15, "molar_mass_g_mol": 613.76, "e_tot_ev": -68757.5917, "relative_energy_kcal_mol": 5.3, "species": ["Pd", "Cl", "C", "C", "C", "N", "C", "O", "C", "C", "C", "C", "C", "N", "C", "C", "C", "Cl", "N", "C", "O", "C", "C", "C", "C", "C", "N", "H", "H", "H", "H", "H", "H", "H", "H", "H", "H", "N", "C", "O", "C", "C", "C", "C", "N", "C", "H", "H", "H", "H", "H", "H"], "positions_angstrom": [[0.73926, -0.37737, 0.24696], [-2.11060, 0.70430, 6.27998], [-1.79566, 1.00352, 4.60458], [-0.61681, 0.52857, 4.04806], [-0.33096, 0.73658, 2.70528], [0.83293, 0.21903, 2.10573], [2.04153, 0.19994, 2.69595], [2.33214, 0.40455, 3.86355], [3.13535, 0.00803, 1.66556], [4.47083, 0.05365, 2.01416], [5.42312, -0.01821, 1.01175], [5.01137, -0.13238, -0.30866], [3.65774, -0.18469, -0.58397], [2.74527, -0.11402, 0.38497], [-1.23349, 1.45404, 1.88820], [-2.40526, 1.91885, 2.47384], [-2.69892, 1.69438, 3.81139], [-4.18885, 2.29572, 4.45453], [-0.98106, 1.78328, 0.53117], [-1.72833, 1.18498, -0.36363], [-1.92688, 1.52564, -1.55276], [-2.24176, -0.18852, 0.01395], [-3.56713, -0.58722, -0.04014], [-3.89396, -1.87092, 0.34998], [-2.88574, -2.73585, 0.76147], [-1.58307, -2.28416, 0.75409], [-1.26825, -1.03616, 0.38813], [0.08389, -0.01070, 4.66631], [4.71852, 0.15862, 3.06093], [6.47684, 0.02087, 1.25354], [5.72273, -0.18076, -1.12028], [3.28290, -0.28371, -1.59358], [-3.09555, 2.49609, 1.87332], [-4.31112, 0.12108, -0.37557], [-4.92429, -2.20138, 0.34036], [-3.10259, -3.74421, 1.08286], [-0.75827, -2.91654, 1.05579], [-0.80924, 2.46592, -3.99769], [-0.17624, 1.50412, -4.69271], [0.13505, 1.57056, -5.86896], [0.14441, 0.27007, -3.89100], [0.16623, -0.97119, -4.50288], [0.41395, -2.10023, -3.73350], [0.63668, -1.94843, -2.37975], [0.64842, -0.74353, -1.79672], [0.41507, 0.34370, -2.53564], [-1.06189, 3.30107, -4.49831], [-1.19804, 2.29187, -3.06834], [-0.01470, -1.03418, -5.56794], [0.42363, -3.08857, -4.17010], [0.81513, -2.79685, -1.73246], [0.43569, 1.29076, -2.01181]], "forces_ev_per_a": [[-0.08, -0.22, -0.40], [0.00, -0.01, 0.04], [0.00, 0.01, -0.06], [-0.05, 0.03, -0.03], [-0.03, 0.05, 0.06], [-0.10, -0.10, 0.15], [0.00, 0.19, -0.04], [0.00, -0.02, -0.02], [0.02, 0.00, -0.07], [-0.02, 0.00, -0.01], [0.00, 0.00, -0.03], [0.00, 0.00, 0.02], [0.01, -0.01, 0.00], [-0.02, -0.01, 0.18], [0.19, 0.13, -0.21], [-0.09, -0.01, 0.12], [0.11, -0.04, -0.04], [-0.02, 0.01, 0.01], [-0.22, 0.04, 0.40], [0.19, 0.08, -0.05], [-0.02, -0.03, -0.01], [0.07, -0.15, 0.01], [0.03, 0.02, 0.02], [0.01, -0.05, 0.02], [-0.02, 0.02, 0.00], [0.01, 0.04, 0.00], [0.00, 0.13, -0.12], [0.01, 0.00, 0.00], [-0.01, 0.00, 0.01], [0.00, 0.00, 0.00], [0.00, 0.00, 0.00], [0.01, 0.01, 0.00], [0.00, -0.01, -0.02], [-0.01, 0.00, 0.00], [0.00, 0.00, 0.00], [0.00, 0.00, 0.00], [-0.01, -0.01, -0.01], [0.08, -0.02, 0.00], [-0.04, 0.04, 0.02], [-0.01, -0.03, -0.02], [0.01, -0.01, 0.00], [0.03, -0.01, 0.02], [0.00, 0.01, -0.01], [-0.01, 0.04, -0.05], [0.05, -0.15, 0.14], [-0.01, 0.02, 0.01], [-0.02, 0.00, 0.00], [-0.07, 0.03, -0.02], [-0.01, 0.01, 0.00], [0.00, 0.00, -0.01], [0.00, 0.00, 0.00], [0.01, -0.02, -0.01]], "lowdin_charge": [1.032, 0.660, -0.688, -0.038, -0.207, -0.039, -0.471, 0.063, -0.161, 0.020, -0.033, -0.042, -0.100, -0.021, -0.248, -0.053, -0.688, 0.660, 0.115, -0.551, -0.047, -0.175, 0.017, -0.037, -0.049, -0.107, 0.004, 0.108, 0.126, 0.115, 0.111, 0.108, 0.118, 0.128, 0.114, 0.108, 0.112, 0.197, -0.508, 0.053, -0.095, 0.026, -0.031, -0.114, -0.072, -0.072, 0.119, 0.061, 0.130, 0.111, 0.112, 0.120]}